The following is a quantum chemistry calculation of a structure of composition C41H57CaN4O9SSe, from the OMol25 dataset.

Summary:
ΔE to the lowest compared entry with this formula, charge and spin	4.8	kcal/mol
frontier orbital gap	7.235	eV
total charge	-1
highest occupied orbital energy	-0.191	Eh

Atoms and positions in Å:
Ca -2.1742 0.2211 -1.5839
C 5.4973 -2.1316 -0.7780
C 4.5622 -3.1084 -0.0512
C 4.8879 -4.5292 -0.5153
C 4.8308 -3.0330 1.4578
C 3.1107 -2.7269 -0.3438
C 2.5863 -1.5553 0.1612
C 1.2799 -1.1873 -0.1413
Se 0.4015 0.3625 0.4948
C 1.2310 0.8908 2.0793
C 2.2325 0.2851 2.8445
C 2.6442 0.8884 4.0085
C 2.0159 2.1009 4.3785
C 0.9799 2.6926 3.6944
C 0.4910 2.0262 2.5225
O -0.5669 2.3514 1.8894
C 0.3001 3.9716 4.1706
C 0.3338 5.0140 3.0451
C -1.1577 3.6711 4.5473
C 0.9899 4.5687 5.4001
C 3.7619 0.2575 4.8454
C 3.9204 0.9423 6.2045
C 5.0936 0.3792 4.0914
C 3.4554 -1.2253 5.0975
C 0.4660 -1.8947 -1.0610
O -0.6644 -1.4188 -1.4487
C 0.9822 -3.1478 -1.5144
C 2.2644 -3.5080 -1.1482
C 0.1276 -4.0217 -2.4360
C 0.8148 -5.3482 -2.7717
C -0.1306 -3.2839 -3.7587
C -1.2078 -4.3578 -1.7542
H 6.5439 -2.3707 -0.5705
H 5.3112 -1.1046 -0.4602
H 5.3369 -2.1803 -1.8565
H 5.9162 -4.7746 -0.2409
H 4.8009 -4.6317 -1.5980
H 4.2274 -5.2600 -0.0446
H 5.8551 -3.3433 1.6805
H 4.1451 -3.6849 2.0027
H 4.7069 -2.0192 1.8372
H 3.1995 -0.8902 0.7500
H 2.6524 -0.6612 2.5420
H 2.3586 2.5845 5.2805
H -0.2061 5.9137 3.3534
H -0.1376 4.6234 2.1449
H 1.3634 5.2929 2.8122
H -1.7058 3.2782 3.6929
H -1.6434 4.5884 4.8903
H -1.1989 2.9355 5.3535
H 2.0410 4.7926 5.2052
H 0.9284 3.8994 6.2603
H 0.4922 5.5038 5.6647
H 4.2274 1.9844 6.1018
H 4.6905 0.4261 6.7821
H 2.9898 0.9095 6.7744
H 5.3367 1.4286 3.9146
H 5.0392 -0.1165 3.1219
H 5.9077 -0.0750 4.6625
H 2.4950 -1.3361 5.6033
H 4.2330 -1.6702 5.7243
H 3.4127 -1.7953 4.1691
H 2.6443 -4.4482 -1.5175
H 1.7469 -5.1990 -3.3202
H 0.1494 -5.9405 -3.4030
H 1.0280 -5.9283 -1.8711
H 0.8111 -3.1005 -4.2816
H -0.6185 -2.3274 -3.5868
H -0.7659 -3.8951 -4.4062
H -1.0299 -4.8868 -0.8149
H -1.8013 -5.0079 -2.4036
H -1.7827 -3.4605 -1.5375
N -2.8613 1.4448 0.5322
C -3.0609 0.6164 1.7176
C -1.7814 -0.0331 2.1856
O -1.4916 -0.2528 3.3235
O -1.0562 -0.5683 1.1409
H -2.2275 2.2096 0.7565
H -3.7364 1.8731 0.2492
H -3.7280 -0.2098 1.4453
H -3.5135 1.1294 2.5691
O -1.0873 1.4678 -3.2378
O 0.1809 1.3118 -2.5907
O 1.7829 2.4127 -1.8121
N 0.7722 2.5150 -2.4354
O -4.1889 0.4323 -2.9543
C -4.5847 -0.6654 -2.4717
O -4.1176 -1.1654 -1.4161
C -5.6358 -1.4495 -3.1995
C -5.3738 -2.7645 -3.5652
C -6.3307 -3.4995 -4.2478
C -7.5627 -2.9315 -4.5461
C -7.8289 -1.6223 -4.1703
C -6.8622 -0.8784 -3.5091
H -4.4216 -3.2075 -3.3020
H -6.1202 -4.5203 -4.5408
H -8.3140 -3.5088 -5.0701
H -8.7898 -1.1784 -4.3987
H -7.0548 0.1510 -3.2348
S -2.9336 4.3170 -1.0279
C -2.8492 4.2472 -2.7135
N -3.5326 3.3439 -3.4250
C -3.3902 3.1726 -4.8615
C -2.0085 3.6264 -5.3015
C -1.7677 5.0419 -4.8072
N -2.1053 5.1385 -3.3950
H -3.9064 2.5705 -2.8963
H -4.1673 3.7463 -5.3811
H -3.5419 2.1161 -5.0774
H -1.9333 3.5970 -6.3897
H -1.2736 2.9491 -4.8646
H -2.3624 5.7600 -5.3846
H -0.7164 5.3090 -4.9246
H -1.5776 5.7575 -2.8053

Cartesian forces, eV/Å:
0.2 0.2 -0.2
0.0 0.0 0.0
0.0 0.0 0.0
0.0 0.0 0.0
0.0 -0.1 0.0
0.0 -0.1 -0.1
0.0 0.1 0.0
0.0 0.0 0.0
0.2 -0.1 0.0
-0.1 0.0 0.0
0.0 0.0 0.0
0.0 0.0 0.0
0.0 0.0 -0.1
0.2 0.0 0.2
-0.2 0.1 -0.2
0.1 -0.1 0.0
0.0 0.0 0.0
-0.1 0.0 0.0
0.0 0.0 0.0
0.0 0.0 -0.1
0.0 0.0 0.0
0.0 0.0 0.0
0.0 0.0 0.0
0.0 0.0 0.0
0.0 0.0 -0.1
0.0 0.1 0.2
0.0 0.0 -0.2
0.0 0.0 0.1
0.0 0.0 0.0
0.0 0.0 0.0
0.0 0.0 0.0
0.0 0.0 0.0
0.0 0.0 0.0
0.0 0.0 0.0
0.0 0.0 0.0
0.0 0.0 0.0
0.0 0.0 0.0
0.0 0.0 0.0
0.0 0.0 0.0
0.0 0.0 0.0
0.0 0.0 0.0
0.0 0.0 0.0
0.0 0.0 0.0
0.0 0.0 0.0
0.0 0.0 0.0
0.0 0.0 0.0
0.0 0.0 0.0
0.0 0.0 0.0
0.0 0.0 0.0
0.0 0.0 0.0
0.0 0.0 0.0
0.0 0.0 0.0
0.0 0.0 0.0
0.0 0.0 0.0
0.0 0.0 0.0
0.0 0.0 0.0
0.0 0.0 0.0
0.0 0.0 0.0
0.0 0.0 0.0
0.0 0.0 0.0
0.0 0.0 0.0
0.0 0.0 0.0
0.0 0.0 0.0
0.0 0.0 0.0
0.0 0.0 0.0
0.0 0.0 0.0
0.0 0.0 0.0
0.0 0.0 0.0
0.0 0.0 0.0
0.0 0.0 0.0
0.0 0.0 0.0
0.0 0.0 0.0
0.0 -0.1 -0.1
-0.2 -0.1 0.0
0.0 -0.2 0.0
0.0 0.1 0.0
0.0 0.2 0.0
0.0 0.0 0.0
0.0 0.1 0.0
0.0 0.0 0.0
0.1 0.1 0.0
0.0 -0.2 0.4
0.0 0.1 0.0
-0.1 -0.1 0.0
-0.1 0.1 0.0
0.0 0.1 0.0
0.0 0.0 0.2
0.2 0.0 -0.1
0.0 0.0 -0.1
0.0 -0.1 0.1
0.0 0.0 0.0
0.0 0.0 0.0
0.0 0.0 0.0
0.0 0.0 -0.1
0.0 0.0 0.0
0.0 0.0 0.0
0.0 0.0 0.0
0.0 0.0 0.0
0.0 0.0 0.0
0.0 0.0 0.0
0.0 -0.1 -0.1
0.0 0.0 0.1
0.1 0.0 0.0
0.0 0.0 0.0
0.0 0.0 -0.1
0.0 0.0 0.1
-0.1 0.0 -0.1
0.0 0.0 0.0
0.0 0.0 0.0
0.0 0.0 0.0
0.0 0.0 0.0
0.0 0.0 0.0
0.0 0.0 0.0
0.0 0.0 0.0

The following is a quantum chemistry calculation of an isolated molecule of C4H9NO2, from the OMol25 dataset.

Summary:
ΔE to the lowest compared entry with this formula, charge and spin	100.2	kcal/mol
frontier orbital gap	7.474	eV
total charge	0
highest occupied orbital energy	-0.241	Eh

Atoms and positions in Å:
C -1.8119 0.8833 1.3028
O -1.4586 0.0478 0.2192
C -0.6431 0.6740 -0.7068
C 1.5189 -1.4101 -1.4401
N 1.5340 -1.1448 -0.1261
C 1.2181 -0.0385 0.5212
O 0.6522 0.9913 -0.1722
H -0.9610 1.4985 1.6187
H -2.6513 1.5384 1.0312
H -2.1125 0.2335 2.1278
H -1.0344 1.6460 -1.0323
H -0.5633 -0.0206 -1.5480
H 1.4614 -0.5733 -2.1196
H 1.8272 -2.3917 -1.7599
H 1.7890 -1.9166 0.4813
H 1.2354 -0.0170 1.6027

Cartesian forces, eV/Å:
-0.1 0.1 0.3
0.0 0.0 -0.1
-0.1 0.1 -0.3
0.1 0.0 -0.1
0.0 0.1 0.1
0.0 -0.2 0.0
0.1 0.0 0.1
-0.1 -0.1 0.0
0.1 -0.1 0.0
0.0 0.1 -0.1
0.0 -0.1 0.1
0.0 0.1 0.1
-0.1 -0.2 0.1
0.0 0.1 0.1
0.0 0.1 -0.1
0.0 0.0 -0.2

The following is a quantum chemistry calculation of an isolated molecule of C14H13NO4S in a non-equilibrium geometry, from the OMol25 dataset.

Summary:
ΔE to the lowest compared entry with this formula, charge and spin	0.0	kcal/mol
frontier orbital gap	7.068	eV
SMILES string	C=c1cc(NOS(=O)(=O)c2ccccc2)c(=C)cc1O
total charge	0
highest occupied orbital energy	-0.274	Eh

Atoms and positions in Å:
O -1.2719 2.4332 2.1060
O 1.0023 2.9108 1.3334
O -0.5254 -1.9690 -5.5397
O -0.0776 0.6834 0.4886
C 1.2412 -2.5060 -3.2299
C -2.9689 1.1615 -2.7375
C -1.5947 -0.3348 -4.1982
C 0.1771 -0.7156 -1.9576
C -0.5783 -1.2570 -4.3629
C 0.2816 -1.5112 -3.1729
C -1.8478 0.3610 -2.8821
C -0.8700 0.1823 -1.8114
C 1.7647 -0.2973 5.4025
C 0.3621 -0.2487 5.1784
C 2.6120 0.2530 4.4535
C -0.1652 0.3998 4.0647
C 2.1050 0.9672 3.3180
C 0.6850 1.0015 3.1454
N -0.9373 0.9204 -0.6434
S 0.0276 1.8470 1.7344
H 0.2064 -2.5950 -5.4803
H 1.3709 -3.0993 -4.1230
H 1.9709 -2.7081 -2.4521
H -3.1947 1.6588 -1.7992
H -3.6978 1.2497 -3.5309
H -2.2842 -0.2007 -5.0159
H 0.8803 -0.8684 -1.1737
H 2.2056 -0.7370 6.2859
H -0.2962 -0.6433 5.9171
H 3.7066 0.2236 4.6441
H -1.2488 0.4097 3.9324
H 2.7317 1.5139 2.6123
H -1.7721 1.5149 -0.5061

Cartesian forces, eV/Å:
1.4 -2.2 -1.0
-1.7 -3.4 0.6
0.5 0.4 1.1
-0.5 -0.1 0.5
-1.1 1.4 -0.3
1.8 -1.4 0.1
1.6 -1.2 1.0
-2.5 1.2 -1.2
-2.3 1.5 1.2
2.3 -2.0 -0.5
-1.9 1.2 -1.2
3.3 -1.8 1.2
-1.1 0.3 -1.0
1.4 0.6 -0.1
0.5 1.3 -0.9
-0.3 -0.5 0.2
-1.1 -0.8 0.9
1.8 -0.9 -0.3
-1.7 2.1 0.2
0.1 5.4 -1.2
0.0 0.1 -0.1
0.0 -0.1 -0.1
-0.3 0.1 0.1
0.0 0.0 -0.2
0.1 0.1 0.0
-0.2 0.2 0.0
0.4 -0.1 0.4
-0.2 -0.2 0.0
-0.4 -0.3 0.3
-0.9 0.1 -0.3
0.4 0.2 -0.1
-0.1 -0.3 0.2
1.1 -0.7 0.7

The following is a quantum chemistry calculation of a structure of composition C48H29AuF4N8O3S in a non-equilibrium geometry, from the OMol25 dataset.

Summary:
ΔE to the lowest compared entry with this formula, charge and spin	34.0	kcal/mol
frontier orbital gap (alpha / beta)	3.937 / 3.947	eV
total charge	+2
highest occupied orbital energy (alpha / beta)	-0.466 / -0.466	Eh

Atoms and positions in Å:
Au 0.0441 1.0772 0.2535
O 0.4463 4.6567 -1.4042
C 0.0943 3.5190 -1.2000
O -0.2261 3.0601 -0.0367
C 0.0436 2.5126 -2.3304
C 0.1761 2.9348 -3.6602
C 0.2448 1.9898 -4.6501
C 0.1036 0.6287 -4.3185
C 0.1567 -0.4009 -5.2811
C -0.0525 -1.7014 -4.9144
C -0.3522 -2.0216 -3.5796
C -0.3856 -1.0494 -2.6181
C -0.1222 0.2894 -2.9493
N -0.0967 1.2448 -1.9983
H 0.2413 3.9966 -3.8455
H 0.4052 2.2674 -5.6823
H 0.3618 -0.1372 -6.3082
H -0.0017 -2.4902 -5.6474
H -0.5664 -3.0440 -3.3077
H -0.6271 -1.2898 -1.5972
F 4.3120 6.1822 0.1515
C 4.4361 5.0666 -0.5500
C 5.3332 5.0200 -1.5873
F 6.0660 6.0878 -1.8594
C 5.5147 3.8487 -2.3909
C 4.6196 2.7713 -2.1036
C 3.7462 2.8163 -1.0585
F 2.9492 1.7423 -0.8618
C 3.6414 3.9382 -0.1871
C 2.8207 3.9258 0.9553
C 2.1586 2.7778 1.3453
N 1.6338 1.7852 1.6506
C 2.6650 5.0311 1.8243
N 2.5247 5.8753 2.5847
F 4.6347 1.6788 -2.8686
C 6.4987 3.7456 -3.3737
C 6.7024 2.5794 -4.1420
N 6.9093 1.6527 -4.7848
C 7.4110 4.7713 -3.6931
N 8.1827 5.5631 -3.9982
O -1.6504 1.1577 1.8986
S -1.8998 2.3731 2.7306
C -1.6434 1.7849 4.4861
C -2.2484 0.4510 4.7013
C -1.6152 -0.6804 4.1831
C -2.1732 -1.9296 4.3618
C -3.3571 -2.0680 5.0772
C -3.9941 -0.9456 5.5924
C -3.4573 0.3101 5.3852
C -3.7674 2.4530 2.7651
C -4.1781 2.7734 1.3812
C -4.0670 4.0843 0.9041
C -4.3646 4.3719 -0.4116
C -4.7700 3.3558 -1.2714
C -4.8853 2.0507 -0.8023
C -4.5859 1.7589 0.5126
H -2.0706 2.5623 5.1157
H -0.5603 1.7641 4.6056
H -0.6813 -0.5703 3.6538
H -1.6852 -2.8026 3.9554
H -3.7786 -3.0485 5.2369
H -4.9072 -1.0566 6.1552
H -3.9550 1.1823 5.7824
H -4.0163 3.2409 3.4716
H -4.1246 1.4812 3.1007
H -3.7542 4.8703 1.5746
H -4.2773 5.3831 -0.7752
H -5.0027 3.5808 -2.3011
H -5.2109 1.2658 -1.4666
H -4.6828 0.7492 0.8825
N 1.4575 -5.9617 0.0923
C 0.9512 -7.2347 0.1144
C 1.4660 -8.4699 -0.2519
C 0.6346 -9.5718 -0.1060
C -0.6727 -9.4519 0.3721
C -1.2035 -8.2281 0.7247
C -0.3909 -7.0963 0.5684
N -0.6547 -5.7905 0.7746
C 0.4544 -5.1253 0.5006
C 0.4963 -3.6852 0.5848
C 1.6368 -2.8964 0.3927
C 1.5186 -1.5215 0.4317
N 0.3542 -0.9073 0.6382
C -0.7352 -1.6445 0.8796
C -0.7079 -3.0184 0.8694
H 2.3811 -5.7080 -0.2253
H 2.4581 -8.5753 -0.6595
H 1.0038 -10.5490 -0.3760
H -1.2741 -10.3408 0.4683
H -2.1969 -8.1311 1.1295
H 2.6069 -3.3277 0.2018
H 2.3795 -0.8869 0.2879
H -1.6421 -1.0925 1.0803
H -1.6043 -3.5904 1.0449

Cartesian forces, eV/Å:
-0.7 1.1 -1.0
-0.3 -0.5 0.2
0.7 0.8 -1.8
-0.3 -1.5 1.7
0.0 0.3 -0.1
0.0 -0.1 0.1
0.0 0.0 0.2
0.0 0.1 0.5
0.0 -0.2 0.1
0.1 0.2 -0.2
0.0 0.2 0.3
0.1 -0.2 0.0
0.0 -0.7 -0.7
0.1 0.2 1.4
0.1 0.0 0.0
0.0 0.1 -0.1
0.0 0.0 -0.1
0.0 -0.1 -0.1
0.0 -0.1 0.0
0.0 -0.1 0.1
0.1 -0.3 -0.2
0.9 0.6 -0.8
-0.5 0.9 1.0
-0.3 -0.4 0.2
1.2 -0.1 -1.3
-1.0 -0.9 0.6
0.6 -0.7 -1.1
0.3 0.4 -0.1
-0.8 -0.1 1.2
1.3 0.6 -1.3
-0.7 -1.6 0.4
0.3 0.4 0.1
0.0 0.2 0.1
-0.1 0.3 0.3
0.0 0.5 0.4
-1.3 0.2 1.3
0.0 -0.5 -0.2
0.1 -0.2 -0.2
0.2 0.5 0.0
0.2 0.2 -0.1
1.0 -1.6 -1.6
-1.2 1.1 2.0
0.2 0.3 -0.7
-0.2 -0.4 0.0
-0.2 0.2 0.2
-0.2 -0.1 0.1
0.0 0.1 0.0
0.0 -0.3 -0.1
0.4 0.1 -0.1
0.9 0.1 -0.1
-0.2 0.2 -0.7
-0.1 -0.5 0.2
0.0 -0.1 -0.3
0.1 -0.1 0.2
0.0 0.3 -0.3
0.1 0.3 0.4
0.0 0.1 0.0
0.0 0.1 0.0
0.2 0.0 0.0
0.1 -0.1 0.0
0.0 -0.1 0.0
-0.1 0.0 0.0
0.0 0.1 0.1
0.0 0.0 0.2
0.1 0.0 0.1
0.1 0.1 0.1
0.0 0.1 0.0
0.0 0.0 -0.1
-0.1 -0.1 -0.1
0.0 -0.1 0.1
0.4 0.1 -0.1
-0.8 -0.2 0.1
0.0 -0.5 -0.1
0.6 0.5 -0.2
-0.5 0.4 0.3
0.2 -0.1 -0.1
0.9 -0.6 -0.3
-0.1 1.1 0.3
-0.7 -0.6 0.0
-0.1 0.2 0.0
-0.3 0.2 0.1
0.7 -0.1 -0.2
-0.2 0.5 -0.2
-0.7 -0.4 0.2
0.2 0.3 0.0
-0.2 0.0 0.1
0.2 -0.1 0.0
0.1 -0.1 0.0
-0.1 -0.1 0.0
-0.2 0.0 -0.1
0.1 0.0 0.0
0.1 0.1 -0.1
-0.1 0.0 0.0
-0.1 0.0 0.0